1.
{"formula": "C23H40ClO6PtSSi", "method": "the ωB97M-V functional and the def2-TZVPD basis", "species": ["Pt", "C", "C", "C", "C", "O", "Si", "S", "O", "C", "C", "C", "C", "O", "C", "C", "C", "C", "H", "H", "H", "H", "H", "H", "H", "H", "H", "H", "H", "H", "H", "H", "H", "H", "H", "H", "H", "H", "H", "H", "H", "H", "H", "H", "H", "C", "C", "C", "O", "C", "O", "O", "H", "H", "H", "H", "H", "H", "H", "Cl", "C", "C", "C", "C", "C", "C", "C", "H", "H", "H", "H", "H", "H"], "coordinates": [[-0.04523, 0.53313, -0.40261], [1.96751, -4.08048, 1.86456], [2.26666, -2.76497, 1.14771], [2.67654, -1.69246, 2.14883], [3.36436, -2.97230, 0.10631], [1.09111, -2.25481, 0.51376], [-0.02453, -2.87961, -0.50176], [-1.24238, -1.31228, -1.23398], [-0.90253, -4.08272, 0.20181], [-1.95063, -4.04435, 1.17719], [-1.82511, -5.33313, 1.98016], [-3.28141, -4.00725, 0.43353], [-1.82356, -2.83482, 2.10151], [0.81769, -3.66001, -1.67735], [0.40739, -4.55236, -2.71575], [-1.00861, -4.24587, -3.19750], [1.39989, -4.35799, -3.85525], [0.48794, -5.97824, -2.17337], [2.88672, -4.49063, 2.28971], [1.54463, -4.80828, 1.16707], [1.25230, -3.91778, 2.67429], [3.51026, -2.03659, 2.76587], [1.82876, -1.44101, 2.78884], [2.96942, -0.77983, 1.62505], [4.31415, -3.20372, 0.59508], [3.48317, -2.06240, -0.48680], [3.09715, -3.78443, -0.57152], [-1.86114, -6.19517, 1.30996], [-2.63948, -5.41120, 2.70429], [-0.87329, -5.34956, 2.51458], [-3.37441, -4.88517, -0.21131], [-3.32730, -3.10916, -0.18572], [-4.11668, -3.99684, 1.13830], [-0.82978, -2.80225, 2.55312], [-2.56924, -2.88965, 2.89734], [-1.96925, -1.90610, 1.54673], [-1.08140, -3.20438, -3.51592], [-1.72863, -4.40361, -2.38957], [-1.26906, -4.89621, -4.03533], [1.26101, -3.37413, -4.30840], [1.26044, -5.12387, -4.62211], [2.41965, -4.42088, -3.46986], [-0.15780, -6.06542, -1.29814], [1.51394, -6.20315, -1.87121], [0.17412, -6.70244, -2.92939], [-0.07301, 4.71977, 0.72087], [-1.10655, 3.63498, 0.99976], [-2.33836, 4.20949, 1.69216], [-1.55757, 3.05512, -0.22141], [-0.43485, 2.60130, 1.95556], [-0.20885, 3.02584, 3.08772], [-0.11178, 1.42375, 1.55526], [-0.51639, 5.51648, 0.11513], [0.78670, 4.29880, 0.18731], [0.28034, 5.13775, 1.66228], [-2.71814, 5.06392, 1.12621], [-2.08514, 4.51484, 2.70480], [-3.11624, 3.44436, 1.73322], [-1.00253, 3.35261, -0.94562], [1.65738, 0.44672, -7.30938], [1.71813, 0.58157, -5.56762], [1.76902, 1.83174, -4.97817], [1.81662, 1.92970, -3.59548], [1.81764, 0.79776, -2.77401], [1.86430, 0.89944, -1.30744], [1.76470, -0.45166, -3.40926], [1.71508, -0.56401, -4.78663], [1.78119, 2.72029, -5.59685], [1.85961, 2.91226, -3.13606], [2.17576, 1.88251, -0.95131], [2.45869, 0.11395, -0.84078], [1.73806, -1.34755, -2.79495], [1.66623, -1.53538, -5.26321]], "forces_ev_per_angstrom": [[-0.11, 0.30, 0.01], [-0.07, 0.04, -0.06], [0.01, -0.02, -0.01], [-0.04, 0.06, -0.02], [-0.10, 0.02, -0.08], [0.07, -0.13, 0.03], [-0.12, 0.33, -0.11], [0.31, 0.06, 0.36], [-0.04, -0.06, 0.11], [-0.08, 0.05, 0.02], [0.04, -0.01, -0.03], [0.01, 0.03, -0.04], [0.12, 0.02, -0.10], [0.08, -0.03, -0.15], [-0.04, -0.08, 0.01], [0.01, 0.09, 0.14], [0.01, 0.03, 0.01], [0.02, 0.08, 0.09], [-0.02, 0.01, 0.01], [0.04, 0.02, 0.05], [0.01, -0.03, -0.04], [0.00, 0.02, -0.02], [0.05, -0.03, 0.01], [-0.01, -0.04, 0.02], [-0.03, 0.00, -0.01], [0.03, -0.03, 0.04], [0.04, 0.03, 0.02], [-0.01, 0.02, 0.03], [0.03, -0.02, -0.01], [-0.02, -0.02, 0.00], [0.00, 0.02, 0.02], [-0.03, -0.03, 0.03], [0.01, 0.00, -0.02], [-0.05, -0.01, 0.02], [0.00, 0.00, -0.02], [0.00, -0.01, 0.03], [0.00, -0.04, -0.02], [0.02, -0.01, -0.07], [0.00, -0.01, 0.02], [0.02, -0.09, 0.04], [0.00, 0.04, 0.00], [-0.02, -0.02, -0.03], [0.00, -0.04, -0.03], [-0.03, -0.01, -0.01], [0.01, 0.02, 0.02], [0.02, 0.03, -0.02], [0.00, -0.12, 0.06], [0.04, -0.03, 0.00], [-0.12, -0.02, -0.02], [0.08, 0.16, 0.14], [0.00, -0.19, -0.10], [-0.10, -0.15, -0.41], [0.02, -0.04, 0.00], [-0.04, 0.03, 0.03], [0.01, 0.00, -0.03], [-0.01, -0.04, -0.01], [-0.02, 0.02, -0.01], [0.02, 0.04, 0.01], [0.12, -0.09, -0.04], [0.00, -0.01, -0.03], [0.00, 0.04, 0.10], [0.01, 0.05, -0.02], [-0.01, 0.03, 0.02], [0.05, 0.00, -0.12], [-0.32, -0.25, 0.32], [0.01, -0.06, 0.08], [-0.01, -0.04, -0.04], [-0.02, -0.02, 0.01], [0.00, -0.02, -0.02], [0.04, 0.05, -0.04], [0.12, 0.04, -0.07], [0.00, 0.02, -0.06], [0.02, 0.06, 0.01]], "nbo_charge": [0.85, -0.63, 0.28, -0.62, -0.63, -0.96, 2.21, -0.80, -0.97, 0.28, -0.61, -0.63, -0.65, -0.97, 0.28, -0.65, -0.61, -0.63, 0.20, 0.22, 0.21, 0.19, 0.23, 0.22, 0.20, 0.22, 0.22, 0.21, 0.20, 0.21, 0.20, 0.24, 0.20, 0.22, 0.21, 0.24, 0.23, 0.22, 0.20, 0.21, 0.20, 0.21, 0.23, 0.20, 0.20, -0.63, 0.13, -0.61, -0.72, 0.76, -0.70, -0.77, 0.20, 0.21, 0.24, 0.19, 0.23, 0.22, 0.47, -0.05, -0.05, -0.24, -0.21, -0.04, -0.74, -0.15, -0.25, 0.21, 0.20, 0.20, 0.21, 0.22, 0.21], "largest_force_ev_per_a": 0.52, "lumo_ev": [2.60, 2.15], "relative_energy_kcal_mol": 6.1, "charge": -1, "e_tot_ha": -2619.28316, "multiplicity": 3, "s_squared": 2.011, "homo_ev": [-3.779, -5.191]}

2.
{"formula": "C23H40HoIN6O4", "method": "the ωB97M-V functional and the def2-TZVPD basis", "species": ["Ho", "N", "C", "C", "N", "C", "C", "N", "H", "H", "H", "H", "H", "H", "H", "H", "H", "H", "H", "H", "H", "C", "C", "C", "C", "C", "C", "H", "H", "H", "H", "H", "H", "O", "C", "N", "C", "O", "C", "C", "C", "C", "N", "C", "H", "H", "H", "H", "H", "H", "H", "H", "N", "C", "O", "C", "I", "H", "H", "H", "H", "C", "C", "C", "C", "O", "H", "H", "H", "H", "H", "H", "H", "H", "H"], "coordinates": [[0.90442, -1.12080, 0.24682], [-0.86870, -3.02616, -0.13653], [-0.43638, -4.09841, -1.11035], [0.45578, -3.47437, -2.19332], [1.53434, -2.60285, -1.68622], [2.77566, -3.23606, -1.22005], [2.64378, -3.91628, 0.15085], [2.09237, -3.08885, 1.27047], [-1.73512, -2.63701, -0.54989], [-1.19849, -3.43454, 0.74477], [0.10092, -4.95991, -0.60983], [-1.19629, -4.54857, -1.74448], [0.87843, -4.32141, -2.76630], [-0.18652, -2.85570, -2.86124], [1.83198, -1.98703, -2.43255], [3.10191, -4.04583, -1.89672], [3.53898, -2.42804, -1.19490], [1.99909, -4.84819, -0.01528], [3.73716, -4.11055, 0.36552], [1.37660, -3.62712, 1.77583], [2.83454, -2.82408, 1.92705], [-1.24670, 5.60276, 1.70252], [-2.32812, 5.98585, 0.89218], [-3.50434, 5.27494, 1.04250], [-3.62600, 4.28783, 2.02395], [-2.54682, 3.97915, 2.83104], [-1.35621, 4.70953, 2.70401], [-0.26968, 6.09499, 1.56810], [-2.15411, 6.77273, 0.11417], [-4.36887, 5.56643, 0.47996], [-4.59167, 3.73618, 2.16633], [-2.61885, 3.18783, 3.65622], [-0.54880, 4.66704, 3.41867], [-6.16702, -0.76280, -1.62182], [-5.54532, -0.26861, -2.85205], [-4.18963, -0.11231, -2.55696], [-3.32272, 0.49743, -3.40884], [-3.65180, 0.77077, -4.58296], [-1.98125, 0.80293, -2.89124], [-1.08838, 1.54632, -3.67753], [0.14595, 1.81111, -3.17829], [0.50836, 1.33928, -1.93313], [-0.25354, 0.42226, -1.29024], [-1.51913, 0.27364, -1.71565], [-7.07313, -0.96996, -1.82413], [-5.93963, 0.74498, -2.99513], [-5.68618, -0.97721, -3.69225], [-3.97945, -0.29156, -1.55350], [-1.47075, 1.80215, -4.68005], [0.90608, 2.29750, -3.83232], [1.49411, 1.56981, -1.48710], [-2.13961, -0.30585, -1.03430], [-0.22728, 0.79646, 3.77594], [-0.31728, -0.50183, 3.36393], [-0.14723, -0.75124, 2.13623], [-0.38127, -1.48647, 4.48303], [-2.55568, -1.73695, 4.92381], [-0.46295, 1.50189, 3.10240], [-0.50259, 0.91782, 4.75251], [0.02725, -1.05320, 5.41788], [-0.05359, -2.53626, 4.33158], [5.14732, -0.73113, 0.51308], [3.98959, 0.27911, 0.39324], [3.66129, 1.05576, 1.65911], [4.40448, 1.11174, -0.81628], [2.74322, -0.37122, 0.08192], [6.01448, -0.34143, 1.05788], [5.49811, -0.97028, -0.51642], [4.86744, -1.66726, 0.99573], [4.58225, 1.57160, 1.95955], [3.34950, 0.36580, 2.47643], [2.83981, 1.73067, 1.60477], [5.30644, 1.68375, -0.71678], [3.58735, 1.78862, -1.09911], [4.55807, 0.48064, -1.73627]], "forces_ev_per_angstrom": [[0.28, -0.45, -0.77], [-0.89, -0.58, -0.70], [1.39, -0.22, 0.01], [0.21, -0.13, -0.11], [-0.29, 0.41, 0.12], [0.10, 0.03, 0.31], [0.92, -0.70, -0.36], [-0.67, -0.15, -0.29], [0.56, -0.08, 0.39], [0.13, -0.04, -0.38], [-0.75, 1.20, -0.24], [-0.76, -0.06, 0.68], [-0.21, 0.42, -0.08], [0.49, -0.41, 0.34], [-0.21, 0.13, -0.20], [0.00, 0.37, 0.02], [-0.44, -0.65, 0.04], [1.35, 1.14, 0.72], [-1.39, -0.68, 0.11], [0.73, 0.16, -0.07], [-0.44, -0.18, -0.32], [0.91, 2.20, -1.45], [1.00, -0.33, -0.57], [-0.25, 0.53, 0.35], [-0.77, -0.92, -0.01], [0.28, -0.88, 1.64], [-0.67, -1.20, 0.84], [-0.63, -0.02, 0.08], [-0.50, -0.85, 0.86], [-0.32, -0.05, -0.31], [1.02, 0.67, -0.25], [-0.14, 1.27, -1.23], [0.13, -0.53, 0.08], [1.57, 0.26, -1.02], [-2.41, -0.14, 0.58], [2.34, -0.31, 1.89], [-2.08, 0.10, -2.09], [0.81, -0.41, 2.31], [0.65, 0.24, -0.04], [-1.79, -0.82, -0.66], [1.74, 1.03, -0.95], [0.69, -1.19, 0.18], [0.17, 1.36, 0.54], [0.43, -0.45, 0.53], [-0.59, -0.13, -0.10], [-0.34, -0.38, -0.79], [-0.18, 0.62, 0.31], [-0.18, 0.44, -1.38], [0.52, 0.12, 0.55], [-0.74, -0.02, 0.90], [-0.66, -0.32, -0.38], [0.05, -0.13, -0.35], [-0.95, -2.21, 0.42], [1.66, 1.75, -0.09], [-0.75, -0.40, 1.36], [-1.12, -0.74, 0.72], [0.86, 0.14, -0.26], [0.05, 0.52, -0.11], [0.17, 0.57, -0.55], [-0.15, -0.41, -0.69], [0.03, 1.06, -0.27], [0.06, -0.37, -0.23], [-0.41, -0.44, -0.62], [1.68, -0.83, 0.88], [-1.34, 0.10, -1.38], [0.50, 0.06, -0.19], [-0.26, 0.14, -0.09], [-0.18, -0.04, 0.78], [-0.15, -0.04, 0.18], [-0.41, 0.16, 0.33], [0.56, 0.11, -0.45], [-0.50, 0.82, -0.70], [0.45, 0.30, 0.45], [0.24, 0.20, 0.19], [-0.19, 0.27, 1.04]], "mulliken_spin": [4.04, 0.00, 0.00, 0.00, 0.00, 0.00, 0.00, 0.00, 0.00, 0.00, 0.00, 0.00, 0.00, 0.00, 0.00, 0.00, 0.00, 0.00, 0.00, 0.00, 0.00, 0.00, 0.00, 0.00, 0.00, 0.00, 0.00, 0.00, 0.00, 0.00, 0.00, 0.00, 0.00, 0.00, 0.00, 0.00, 0.00, 0.00, 0.00, 0.00, 0.00, 0.00, 0.00, 0.00, 0.00, 0.00, 0.00, 0.00, 0.00, 0.00, 0.00, 0.00, 0.00, 0.00, -0.01, 0.00, 0.00, 0.00, 0.00, 0.00, 0.00, 0.00, 0.00, 0.00, 0.00, -0.01, 0.00, 0.00, 0.00, 0.00, 0.00, 0.00, 0.00, 0.00, 0.00], "largest_force_ev_per_a": 3.03, "lumo_ev": -6.05, "relative_energy_kcal_mol": 21.2, "charge": 2, "e_tot_ha": -2775.28471, "multiplicity": 5, "s_squared": 6.004, "homo_ev": -13.303}

3.
{"formula": "C23H40N4O3", "method": "the ωB97M-V functional and the def2-TZVPD basis", "species": ["C", "C", "C", "C", "H", "C", "C", "C", "H", "H", "C", "C", "O", "N", "C", "C", "N", "H", "H", "N", "C", "O", "N", "C", "O", "H", "C", "C", "C", "C", "H", "H", "H", "H", "H", "H", "H", "H", "H", "C", "C", "C", "C", "H", "H", "H", "H", "H", "H", "H", "H", "H", "C", "C", "H", "H", "H", "H", "H", "H", "H", "H", "H", "H", "H", "H", "H", "H", "H", "H"], "coordinates": [[-6.76939, -1.04293, 0.55446], [-6.70103, 0.46519, 0.76548], [-5.28010, 0.97264, 1.01484], [-4.36734, 0.80977, -0.19969], [-4.88699, 1.20160, -1.07824], [-3.02839, 1.54248, -0.06236], [-2.14816, 0.92788, 1.02723], [-0.80998, 1.65293, 1.12844], [-0.19724, 1.20278, 1.91221], [-0.97756, 2.69791, 1.39694], [-0.07151, 1.60118, -0.21481], [1.23970, 2.35118, -0.05189], [1.35092, 3.53207, -0.31307], [2.29613, 1.63548, 0.44288], [2.23219, 0.24715, 0.72095], [2.24138, -0.65704, -0.31642], [2.27419, -0.21891, -1.60973], [2.63646, -0.83393, -2.31811], [2.51439, 0.75688, -1.70701], [2.13672, -2.00564, -0.08792], [2.13478, -2.52414, 1.20231], [2.08314, -3.71284, 1.42099], [2.20664, -1.59658, 2.19847], [2.20854, -0.20213, 2.08650], [2.21141, 0.48584, 3.08586], [2.20383, -1.96621, 3.14286], [1.87638, -2.94175, -1.17147], [0.49295, -2.73786, -1.79798], [-0.65335, -2.84227, -0.79011], [-0.81059, -4.23713, -0.19669], [-1.70183, -4.27865, 0.42467], [0.04238, -4.49892, 0.42325], [-0.91033, -4.97814, -0.98693], [-0.49793, -2.12033, 0.01591], [-1.57770, -2.56513, -1.30278], [0.36490, -3.49892, -2.56989], [0.44626, -1.75902, -2.27951], [1.94232, -3.93555, -0.72547], [2.65915, -2.86109, -1.93237], [3.46952, 2.36349, 0.90724], [4.68142, 2.22691, -0.01770], [5.41407, 0.89184, 0.10714], [6.66202, 0.85629, -0.76770], [7.17199, -0.09929, -0.66978], [6.40174, 1.00207, -1.81446], [7.35247, 1.64438, -0.47700], [4.75580, 0.06788, -0.17399], [5.69815, 0.74028, 1.15069], [4.36439, 2.38794, -1.05126], [5.38092, 3.02663, 0.23370], [3.17220, 3.41350, 0.95244], [3.71567, 2.01900, 1.91398], [-0.93848, 2.24362, -1.29548], [-2.27635, 1.52006, -1.39563], [-2.88739, 1.98959, -2.16949], [-2.10552, 0.48106, -1.69215], [-1.09372, 3.29399, -1.04661], [-0.41935, 2.20493, -2.25613], [0.10423, 0.55737, -0.48021], [-2.65394, 0.98289, 1.99178], [-1.97661, -0.12750, 0.79784], [-3.22743, 2.58689, 0.20232], [-4.17241, -0.24995, -0.37528], [-5.33000, 2.03255, 1.27630], [-4.86126, 0.43878, 1.86956], [-7.32026, 0.72889, 1.62637], [-7.11794, 0.97236, -0.10786], [-6.31801, -1.56493, 1.39564], [-6.24675, -1.33390, -0.35300], [-7.80453, -1.36551, 0.46693]], "forces_ev_per_angstrom": [[-0.09, 0.24, -0.02], [0.16, -0.09, 0.18], [-0.17, -0.05, -0.29], [0.10, 0.32, 0.33], [-0.04, -0.04, -0.10], [-0.08, -0.53, -0.25], [-0.05, 0.44, 0.05], [0.02, -0.38, 0.00], [0.02, 0.07, 0.06], [0.04, 0.07, 0.03], [-0.16, 0.49, -0.04], [-0.34, -0.24, -0.15], [-0.12, 0.26, -0.08], [0.41, -0.42, 0.26], [-0.15, 0.05, -0.29], [-0.03, 0.59, 0.46], [0.10, -0.16, 0.12], [-0.02, 0.00, 0.00], [0.05, -0.04, -0.01], [0.13, 0.02, -0.14], [0.13, 0.11, 0.07], [-0.03, -0.29, 0.14], [0.00, -0.05, 0.47], [-0.06, -0.21, -0.32], [-0.02, 0.12, 0.11], [0.00, 0.04, -0.18], [-0.25, -0.30, -0.39], [-0.06, 0.12, 0.20], [0.09, -0.20, -0.15], [-0.01, 0.19, 0.02], [-0.08, -0.08, 0.07], [0.05, -0.10, 0.05], [-0.04, -0.13, -0.08], [-0.08, 0.12, 0.00], [0.01, 0.11, 0.06], [0.01, -0.01, -0.08], [0.00, -0.09, -0.08], [0.11, 0.18, -0.13], [0.01, -0.06, 0.10], [0.32, 0.43, -0.18], [-0.15, -0.24, 0.32], [0.11, 0.21, -0.24], [-0.17, -0.12, 0.18], [0.12, -0.06, -0.06], [0.02, 0.02, -0.13], [0.12, 0.09, -0.01], [0.00, -0.02, 0.07], [-0.06, -0.06, 0.07], [0.01, 0.10, -0.07], [0.06, 0.07, -0.05], [0.06, -0.18, 0.10], [-0.05, 0.03, -0.03], [0.09, -0.25, -0.06], [0.04, 0.34, 0.19], [-0.05, -0.06, -0.05], [-0.05, -0.12, -0.05], [0.04, 0.05, -0.04], [0.02, 0.09, -0.02], [-0.03, 0.03, 0.03], [-0.03, -0.10, 0.05], [-0.03, -0.13, -0.01], [-0.01, 0.06, 0.01], [0.03, -0.09, -0.12], [0.07, 0.04, 0.08], [0.03, 0.03, 0.11], [-0.06, 0.05, -0.05], [-0.05, 0.08, 0.01], [0.05, -0.11, 0.08], [0.05, -0.11, -0.09], [-0.06, -0.12, -0.03]], "nbo_charge": [-0.61, -0.39, -0.40, -0.38, 0.20, -0.22, -0.39, -0.38, 0.22, 0.21, -0.32, 0.71, -0.62, -0.46, -0.13, 0.47, -0.81, 0.40, 0.42, -0.45, 0.80, -0.63, -0.63, 0.65, -0.61, 0.43, -0.23, -0.41, -0.40, -0.62, 0.21, 0.23, 0.20, 0.19, 0.21, 0.21, 0.21, 0.26, 0.19, -0.22, -0.40, -0.40, -0.60, 0.21, 0.20, 0.20, 0.19, 0.20, 0.19, 0.21, 0.24, 0.21, -0.39, -0.38, 0.21, 0.19, 0.22, 0.20, 0.21, 0.21, 0.19, 0.19, 0.19, 0.20, 0.19, 0.20, 0.19, 0.20, 0.20, 0.21], "largest_force_ev_per_a": 0.75, "lumo_ev": 0.39, "relative_energy_kcal_mol": 1.5, "smiles": "CCCCN(c1c(N)n(CCCC)c(=O)[nH]c1=O)C(=O)[C@H]1CC[C@H](CCCC)CC1", "charge": 0, "e_tot_ha": -1345.26199, "homo_ev": -8.539}